{
  "formula": "C5H9N3O2",
  "method": "ωB97M-V/def2-TZVPD",
  "symbols": ["O", "O", "N", "N", "N", "C", "C", "C", "C", "C", "H", "H", "H", "H", "H", "H", "H", "H", "H"],
  "positions_angstrom": [[1.1687, -1.2250, -1.9052], [1.2245, -2.2253, 0.1114], [-1.0692, 0.4109, -0.3003], [-1.9552, -1.8499, -0.2954], [1.4401, 1.3004, -0.6119], [1.0812, -1.2328, -0.5582], [0.9082, 0.3395, 0.0491], [1.1310, 0.2784, 1.5393], [-1.6888, 1.6841, -0.0113], [-1.4156, -0.7707, -0.2193], [0.4608, -0.4508, 1.9914], [2.1522, -0.0386, 1.7391], [-1.6288, -2.6825, 0.1705], [0.9577, 1.2614, 1.9737], [-2.0398, 1.7440, 1.0200], [1.2429, 1.2864, -1.6094], [-2.5097, 1.8437, -0.7088], [1.4469, -2.1050, -2.2074], [-0.9071, 2.4318, -0.1672]],
  "atomic_forces_ev_per_a": [[0.040, 0.093, 0.324], [-0.099, 0.520, -0.183], [-1.192, -2.314, -0.015], [0.678, -0.665, -0.260], [-1.243, 0.608, 0.516], [-0.130, 1.559, 0.198], [4.034, -2.029, -1.206], [-0.841, 0.063, -0.003], [0.280, -0.157, 0.168], [-1.772, 2.744, 0.065], [0.021, -0.020, 0.145], [0.023, 0.023, -0.079], [-0.074, -0.003, 0.215], [0.064, -0.007, 0.002], [-0.070, -0.009, -0.054], [0.526, -0.570, -0.062], [0.003, 0.080, 0.071], [-0.149, 0.035, 0.169], [-0.100, 0.049, -0.009]],
  "lowdin_charge": [0.094, 0.088, 0.000, 0.212, 0.100, -0.468, -0.435, -0.045, -0.050, -0.270, 0.076, 0.092, 0.087, 0.082, 0.088, 0.055, 0.089, 0.130, 0.077],
  "relative_energy_kcal_mol": 68.3,
  "homo_lumo_gap_ev": 9.27,
  "e_homo_ev": -8.61,
  "spin_multiplicity": 1
}

***

{
  "formula": "C30H28N2RhSi",
  "method": "ωB97M-V/def2-TZVPD",
  "symbols": ["Rh", "Si", "N", "N", "C", "C", "C", "C", "C", "C", "C", "C", "C", "C", "C", "C", "C", "C", "C", "C", "C", "C", "C", "C", "C", "C", "C", "C", "C", "C", "C", "C", "C", "C", "H", "H", "H", "H", "H", "H", "H", "H", "H", "H", "H", "H", "H", "H", "H", "H", "H", "H", "H", "H", "H", "H", "H", "H", "H", "H", "H", "H"],
  "positions_angstrom": [[-1.3317, -1.0943, 1.0398], [1.9349, 0.1731, -2.5274], [-1.7445, -1.3667, 3.3015], [0.1631, 0.2283, 2.1834], [0.6573, -0.9606, -4.7905], [-1.0929, -0.7194, 5.5457], [0.1228, 0.1325, 3.5403], [0.6830, 4.5348, -3.2418], [0.0034, -1.9880, -5.4830], [1.9881, 4.2416, -2.8387], [0.0545, -3.3828, -3.4960], [-3.0671, -2.0524, 5.1640], [1.9728, 1.6707, 3.7257], [-0.1766, 3.4969, -3.6066], [0.9772, 1.1151, 1.5982], [-2.8152, -2.0076, 3.7865], [-3.1750, -0.2948, 0.8827], [-3.1591, -1.6822, 0.4943], [-2.2003, -1.4309, 6.0472], [-0.2845, -3.1989, -4.8419], [0.8844, 0.7131, 5.7875], [-0.9200, -0.6833, 4.1336], [-1.6738, -0.5468, -0.8620], [1.5673, 1.8749, -3.1184], [1.0276, -1.1510, -3.4540], [-0.1352, -0.0232, 6.3470], [0.2592, 2.1694, -3.5643], [-2.2273, -1.8319, -0.5796], [0.6901, -2.3521, -2.7955], [1.9354, 1.8080, 2.3488], [3.5918, -0.4952, -2.0007], [-2.2369, 0.4088, 0.0468], [2.4367, 2.9212, -2.7801], [1.0261, 0.8532, 4.3700], [0.8890, -0.0122, -5.2837], [1.1718, 0.0436, -1.0761], [-1.1897, 3.7229, -3.9370], [-0.4353, 1.3687, -3.8388], [-0.1647, -4.3290, -2.9938], [-0.7719, -4.0045, -5.3926], [0.3372, 5.5689, -3.2720], [-2.3592, -1.4657, 7.1245], [0.8666, 1.2630, 0.5219], [-2.0185, 1.4712, 0.0899], [3.4450, 2.6810, -2.4388], [4.2149, 0.2925, -1.5559], [-0.9991, -0.3318, -1.6831], [-3.7731, -2.4753, 0.9223], [2.6334, 2.4528, 1.8214], [-3.4748, -2.4999, 3.0701], [0.9395, -2.4758, -1.7359], [2.7025, 2.2049, 4.3327], [4.0863, -0.8122, -2.9337], [-3.9530, -2.5820, 5.5024], [-1.9914, -2.7561, -1.1135], [0.5789, 0.4481, -1.5637], [-3.7867, 0.1547, 1.6612], [2.6672, 5.0488, -2.5779], [-0.2414, -0.0910, 7.4303], [-0.2739, -1.8333, -6.5279], [3.5565, -1.3642, -1.3319], [1.6083, 1.2324, 6.4170]],
  "atomic_forces_ev_per_a": [[5.907, -0.934, 5.278], [0.746, -1.124, -2.935], [1.500, 0.962, 0.626], [-1.044, -0.815, 2.248], [-0.096, -0.404, -0.088], [1.602, 1.161, 0.615], [0.802, 0.664, -2.631], [0.183, -0.322, 0.049], [0.098, 0.098, 0.102], [0.167, 0.025, -0.168], [0.130, 0.245, 0.091], [-0.058, 0.050, -0.095], [0.608, 0.376, -0.123], [0.101, -0.170, -0.187], [1.184, 0.553, 0.550], [0.064, -0.061, 0.734], [-1.547, 0.428, -0.653], [-2.531, -0.473, -0.750], [-0.529, -0.385, 0.135], [0.163, 0.275, 0.087], [3.622, 2.639, -3.419], [-1.826, -1.628, -0.550], [-0.016, 1.192, -1.742], [-0.029, 0.181, 0.310], [-0.414, -0.007, 0.316], [-4.402, -3.214, 1.350], [-0.013, 0.276, 0.266], [-0.953, -1.319, -1.401], [0.103, -0.070, -0.415], [-0.255, -0.006, -0.574], [0.256, 0.780, 0.433], [-1.254, 1.149, -1.284], [-0.361, 0.163, 0.096], [-0.703, -0.487, 1.949], [-0.103, -0.378, 0.021], [-1.689, 0.612, 0.259], [0.237, -0.084, 0.083], [0.252, 0.267, 0.139], [0.021, 0.365, -0.184], [0.114, 0.256, 0.155], [0.116, -0.312, 0.015], [-0.035, -0.037, -0.266], [0.020, -0.045, 0.425], [-0.098, -0.182, -0.043], [-0.204, 0.257, -0.063], [-0.049, -0.316, 0.049], [-0.299, -0.045, -0.167], [0.160, 0.308, -0.304], [-0.096, 0.013, 0.219], [0.325, 0.152, 0.225], [-0.127, -0.092, -0.303], [-0.121, -0.080, -0.225], [-0.325, 0.097, 0.145], [0.200, 0.092, 0.103], [-0.202, 0.426, 0.219], [0.902, -0.889, 1.687], [0.212, -0.161, -0.164], [-0.119, -0.109, -0.018], [0.048, 0.080, -0.296], [0.070, -0.121, 0.340], [-0.176, 0.271, -0.143], [-0.240, -0.142, -0.129]],
  "lowdin_spin": [1.213, 0.010, 0.079, 0.115, 0.001, 0.055, 0.106, 0.001, 0.000, 0.000, 0.000, -0.009, 0.186, 0.000, 0.220, 0.181, 0.087, 0.087, 0.149, 0.001, 0.452, 0.128, 0.057, 0.001, 0.001, 0.461, 0.002, 0.073, 0.006, 0.007, 0.001, 0.106, 0.001, 0.057, 0.000, 0.014, 0.000, 0.000, 0.000, 0.000, 0.000, 0.005, 0.017, 0.012, 0.000, 0.000, 0.011, 0.013, -0.004, 0.009, 0.010, 0.007, 0.000, -0.004, 0.017, 0.010, 0.008, 0.000, 0.018, 0.000, 0.000, 0.016],
  "relative_energy_kcal_mol": 20.7,
  "homo_lumo_gap_ev": [4.24, 4.73],
  "e_homo_ev": [-7.44, -10.30],
  "spin_multiplicity": 5,
  "charge": 1
}

***

{
  "formula": "C20H22B2F4HgN4O5S",
  "method": "ωB97M-V/def2-TZVPD",
  "symbols": ["Hg", "S", "F", "F", "F", "F", "O", "O", "O", "O", "O", "N", "N", "N", "N", "C", "C", "C", "C", "C", "C", "C", "C", "C", "C", "C", "C", "C", "C", "C", "C", "C", "C", "C", "C", "B", "B", "H", "H", "H", "H", "H", "H", "H", "H", "H", "H", "H", "H", "H", "H", "H", "H", "H", "H", "H", "H", "H", "H"],
  "positions_angstrom": [[0.2796, 0.5274, -0.3478], [-1.1366, -0.4037, -3.0704], [-1.5237, 2.4686, -0.9843], [-2.4539, 4.2042, 0.2335], [2.1749, -1.3003, -0.6104], [3.8279, -2.1104, 0.7988], [1.8199, -1.4604, 1.7262], [0.1081, 0.2883, -2.4772], [-1.9247, 2.2574, 1.3457], [3.4157, 0.1907, 0.7789], [-0.1624, 3.7779, 0.4702], [-1.1023, 1.1834, 1.3990], [0.7991, 2.9459, 0.2921], [0.7379, -0.6563, 1.6034], [2.6092, 1.1361, 0.4559], [-2.0314, 0.8349, 3.6057], [-3.8474, -0.2870, -0.1306], [-2.3966, -2.1586, 0.3474], [-1.0071, -4.0240, -4.7916], [-2.0878, -0.8705, -1.6441], [3.0293, 2.3815, 0.6770], [-3.4681, -1.3394, 0.6905], [1.1761, -3.6118, -3.8558], [-0.0459, -0.5458, 2.6027], [-3.1550, -0.0447, -1.3089], [2.0220, 3.3897, 0.5829], [0.2982, -4.4345, -4.5437], [-1.1100, 0.5076, 2.4799], [4.4226, 2.7038, 1.0917], [-0.5502, -1.9862, -3.6400], [0.1159, -1.3079, 3.8736], [-1.4391, -2.7873, -4.3454], [-1.6996, -1.9331, -0.8273], [2.2997, 4.8162, 0.9004], [0.7578, -2.3694, -3.3959], [2.7888, -1.2764, 0.6362], [-1.6169, 3.1536, 0.2188], [1.5087, 5.4547, 0.5189], [5.0235, 1.8040, 1.1641], [-2.0031, 0.0864, 4.3906], [4.4235, 3.2138, 2.0569], [-1.6842, -4.6643, -5.3399], [3.2568, 5.1217, 0.4816], [-2.1155, -2.9859, 0.9861], [-3.0481, 0.9318, 3.2246], [-0.8714, -2.5723, -1.1083], [-0.7957, -1.8661, 4.0934], [-1.7677, 1.8071, 4.0273], [0.6330, -5.3996, -4.8998], [1.4317, -1.7135, -2.8651], [0.9499, -1.9972, 3.7965], [-4.6804, 0.3468, 0.1411], [0.2912, -0.6266, 4.7080], [-4.0210, -1.5341, 1.6009], [4.8766, 3.3817, 0.3667], [-2.4515, -2.4539, -4.5409], [2.3531, 4.9538, 1.9840], [2.1935, -3.9315, -3.6747], [-3.4271, 0.7838, -1.9490]],
  "atomic_forces_ev_per_a": [[0.042, 0.111, -0.021], [0.037, -0.014, -0.050], [0.052, -0.008, 0.012], [0.010, -0.013, -0.001], [0.011, -0.011, -0.060], [-0.022, -0.003, -0.026], [0.010, -0.008, 0.000], [0.011, 0.006, -0.038], [0.014, -0.049, 0.025], [-0.006, -0.040, -0.003], [-0.009, -0.016, -0.011], [-0.011, 0.065, -0.006], [-0.034, -0.002, 0.005], [0.021, -0.019, -0.016], [-0.035, -0.009, -0.005], [-0.005, 0.010, -0.009], [0.009, -0.006, -0.021], [-0.027, -0.005, 0.010], [0.012, -0.010, -0.010], [-0.050, -0.040, 0.025], [-0.019, 0.016, -0.011], [-0.012, -0.004, -0.019], [0.030, 0.017, 0.015], [-0.025, 0.015, 0.019], [-0.015, -0.051, 0.010], [0.001, -0.049, -0.013], [-0.024, -0.014, -0.018], [0.023, -0.008, 0.020], [-0.006, 0.017, 0.003], [0.016, 0.023, 0.069], [0.012, 0.001, 0.014], [-0.031, 0.039, 0.020], [0.017, 0.010, 0.001], [0.012, 0.002, 0.002], [-0.037, -0.016, -0.024], [0.052, 0.023, 0.106], [-0.004, 0.034, 0.003], [0.000, 0.000, 0.000], [0.001, -0.004, -0.001], [-0.003, -0.001, 0.004], [-0.002, 0.000, -0.005], [-0.003, 0.002, 0.000], [0.005, -0.001, 0.007], [-0.001, -0.005, -0.003], [0.002, 0.004, 0.002], [-0.001, -0.012, -0.022], [0.001, -0.002, 0.001], [0.003, -0.004, 0.006], [-0.002, 0.001, 0.001], [0.009, 0.014, 0.023], [-0.004, -0.001, 0.001], [0.003, 0.004, 0.003], [-0.007, -0.001, 0.003], [0.002, 0.001, 0.002], [0.001, 0.001, 0.000], [-0.004, -0.002, -0.001], [-0.009, 0.005, -0.003], [-0.003, 0.003, 0.000], [-0.006, 0.005, -0.019]],
  "lowdin_spin": [-0.003, 0.000, 0.000, 0.000, 0.000, 0.000, 0.010, -0.001, 0.009, 0.261, 0.259, 0.002, 0.192, 0.002, 0.195, 0.000, 0.000, 0.000, 0.000, 0.000, 0.026, 0.000, 0.000, 0.003, 0.000, 0.031, 0.000, 0.003, -0.002, 0.000, 0.000, 0.000, 0.000, 0.000, 0.000, 0.006, 0.006, 0.000, 0.000, 0.000, 0.000, 0.000, 0.000, 0.000, 0.000, 0.000, 0.000, 0.000, 0.000, 0.000, 0.000, 0.000, 0.000, 0.000, 0.000, 0.000, 0.001, 0.000, 0.000],
  "relative_energy_kcal_mol": 0.0,
  "homo_lumo_gap_ev": [8.21, 6.37],
  "e_homo_ev": [-12.24, -12.25],
  "spin_multiplicity": 2,
  "charge": 1
}

***

{
  "formula": "C2H9N2O",
  "method": "ωB97M-V/def2-TZVPD",
  "symbols": ["O", "N", "N", "C", "C", "H", "H", "H", "H", "H", "H", "H", "H", "H"],
  "positions_angstrom": [[-0.0511, -0.1056, -1.6650], [0.0097, -1.6260, 0.0951], [-0.0333, 2.1225, -0.3421], [-0.0173, -0.8411, 1.3162], [0.0325, -1.2441, -1.1737], [-0.0269, 1.1545, -0.9266], [0.1920, -2.6142, 0.1718], [0.8561, -0.1853, 1.3519], [0.1267, -2.0704, -1.8789], [-0.7078, 2.7205, -0.8136], [0.0414, -1.5333, 2.1498], [-0.3976, 1.9400, 0.5875], [0.8968, 2.5236, -0.2899], [-0.9212, -0.2410, 1.4174]],
  "atomic_forces_ev_per_a": [[0.019, 0.173, 0.923], [0.112, -0.409, -0.323], [-0.529, -0.727, -0.485], [0.333, 0.236, -0.197], [-0.101, 0.357, -0.781], [0.116, 0.010, 0.344], [-0.147, -0.041, 0.364], [0.003, -0.029, 0.109], [0.013, -0.205, 0.059], [0.262, 0.399, -0.057], [-0.055, 0.097, 0.069], [0.137, 0.043, 0.156], [-0.023, 0.270, -0.072], [-0.139, -0.174, -0.109]],
  "lowdin_charge": [-0.001, 0.012, 0.256, -0.045, -0.275, 0.073, 0.148, 0.092, 0.153, 0.142, 0.101, 0.115, 0.141, 0.089],
  "relative_energy_kcal_mol": 14.2,
  "homo_lumo_gap_ev": 11.39,
  "e_homo_ev": -14.81,
  "spin_multiplicity": 1,
  "charge": 1
}

***

{
  "formula": "C6H18CaN4",
  "method": "ωB97M-V/def2-TZVPD",
  "symbols": ["Ca", "N", "N", "N", "N", "C", "C", "C", "C", "C", "C", "H", "H", "H", "H", "H", "H", "H", "H", "H", "H", "H", "H", "H", "H", "H", "H", "H", "H"],
  "positions_angstrom": [[0.1382, -1.2738, -1.1803], [0.2421, -2.5357, 0.8484], [-2.0188, -0.2029, -1.5994], [2.1921, -0.1561, -1.7351], [0.1452, 0.4332, 0.3948], [1.9397, 1.2217, -1.1855], [-0.0211, -0.2103, 1.7415], [-2.2625, 0.6424, -0.3805], [-0.5910, -1.6264, 1.7065], [-0.9903, 1.3491, 0.0546], [1.4498, 1.1601, 0.2555], [3.0303, -0.5328, -1.2964], [-1.6107, -1.6474, 1.3222], [0.9595, -0.2413, 2.2153], [-1.9862, 0.4167, -2.4077], [-3.0260, 1.3949, -0.5677], [-0.6440, 0.4089, 2.3895], [1.1527, -2.6596, 1.2848], [-2.8445, -0.7704, -1.7755], [2.8378, 1.8352, -1.2231], [1.2130, 1.7069, -1.8378], [-0.1645, -3.4682, 0.8719], [1.3777, 2.1707, 0.6628], [-0.6452, -1.9872, 2.7318], [2.4603, -0.0728, -2.7136], [-0.6538, 2.0069, -0.7491], [-2.6570, -0.0002, 0.4042], [-1.2098, 2.0014, 0.9033], [2.1870, 0.6369, 0.8646]],
  "atomic_forces_ev_per_a": [[-0.074, -0.718, -0.738], [-0.206, 0.129, 0.377], [-0.095, 0.294, 0.199], [0.129, 0.419, 0.095], [-0.122, 0.322, 0.296], [0.047, -0.218, -0.034], [0.118, 0.210, -0.222], [0.049, -0.166, -0.177], [0.209, -0.063, -0.092], [0.267, -0.061, 0.130], [-0.231, -0.175, 0.077], [0.009, -0.008, 0.089], [-0.030, 0.009, -0.070], [0.037, -0.056, 0.025], [0.020, 0.034, -0.019], [-0.045, 0.054, -0.050], [-0.074, 0.020, -0.012], [0.069, 0.048, 0.032], [-0.028, -0.049, 0.054], [0.081, 0.014, 0.007], [-0.064, 0.014, -0.003], [-0.054, -0.021, -0.002], [-0.029, 0.062, -0.010], [-0.005, -0.057, 0.074], [-0.043, 0.055, -0.038], [-0.017, -0.028, -0.057], [0.038, -0.033, 0.040], [-0.019, 0.002, 0.062], [0.063, -0.031, -0.036]],
  "lowdin_charge": [1.524, -0.098, -0.086, -0.100, -0.297, -0.210, -0.152, -0.204, -0.213, -0.169, -0.166, 0.103, 0.108, 0.127, 0.101, 0.136, 0.141, 0.104, 0.103, 0.136, 0.116, 0.105, 0.145, 0.136, 0.104, 0.124, 0.111, 0.143, 0.127],
  "homo_lumo_gap_ev": 10.71,
  "e_homo_ev": -17.54,
  "spin_multiplicity": 1,
  "charge": 2
}

***

| no. | electronic energy (eV) |
| --- | --- |
| 1 | -13893.6182 |
| 2 | -45416.6979 |
| 3 | -64524.8203 |
| 4 | -7241.7384 |
| 5 | -30901.2878 |